DFT (the ωB97M-V functional and the def2-TZVPD basis) results for C3H9NO in the gas phase.

```
14
Properties=species:S:1:pos:R:3:forces:R:3:mulliken_charge:R:1
C 1.855 0.628 0.060 0.53 -0.66 0.03 -1.239
C 0.652 -0.151 -0.442 0.00 0.01 0.17 -0.211
N -0.329 -0.342 0.622 0.14 -0.11 -0.05 -0.378
C -1.635 -0.748 0.222 0.18 0.83 0.02 -0.360
O -2.355 0.219 -0.583 0.32 -0.17 -0.08 -0.531
H 2.668 0.583 -0.672 -0.23 0.28 -0.08 0.362
H 2.265 0.097 0.928 -0.20 0.25 0.06 0.323
H 1.659 1.663 0.330 -0.13 0.07 -0.04 0.343
H 0.194 0.289 -1.328 0.05 0.33 -0.09 0.320
H 1.019 -1.125 -0.763 -0.06 -0.27 0.00 0.243
H -0.304 0.378 1.329 -0.11 0.05 -0.08 0.248
H -2.234 -0.910 1.108 -0.09 -0.35 0.23 0.301
H -1.530 -1.652 -0.370 -0.26 -0.14 -0.10 0.282
H -1.925 1.071 -0.441 -0.14 -0.10 0.01 0.295
```
Positions in Å, forces in eV/Å.

Results
LUMO energy	0.99	eV
Kohn-Sham gap	10.15	eV
multiplicity	1
ΔE to the lowest compared entry with this formula, charge and spin	92.8	kJ/mol
DFT total energy	-6794.094	eV
HOMO level	-9.159	eV

=====

DFT (the ωB97M-V functional and the def2-TZVPD basis) results for 2 unconnected molecules or ions with the total composition C3H9NO at a distorted geometry.

```
14
Properties=species:S:1:pos:R:3:forces:R:3:mulliken_charge:R:1
C 0.430 1.731 0.211 -0.13 0.24 -0.34 -1.089
C 0.435 0.401 0.897 -0.21 0.22 -1.05 -0.103
C -0.349 -0.606 0.511 1.86 -0.67 1.59 -0.298
N 0.008 -1.915 0.920 -1.79 -0.80 -0.53 -0.529
H -0.602 2.056 0.084 -0.05 0.40 0.17 0.265
H 1.030 2.496 0.702 -0.28 0.01 0.31 0.326
H 0.821 1.688 -0.810 0.12 -0.31 0.06 0.263
H 1.237 0.156 1.582 0.05 0.09 0.07 0.246
H -1.169 -0.586 -0.182 -0.26 0.28 0.01 0.490
H -0.796 -2.455 1.224 0.13 -0.07 -0.18 0.194
H 0.737 -2.056 1.589 0.46 0.57 0.21 0.207
O -0.385 -0.162 -2.526 0.11 0.10 -0.46 -0.638
H -0.214 -0.974 -2.041 -0.06 0.05 0.08 0.347
H -1.182 0.226 -2.158 0.03 -0.11 0.04 0.319
```
Positions in Å, forces in eV/Å.

Results
LUMO energy	0.98	eV
Kohn-Sham gap	9.18	eV
multiplicity	1
ΔE to the lowest compared entry with this formula, charge and spin	138.8	kJ/mol
DFT total energy	-6793.618	eV
HOMO level	-8.199	eV

=====

DFT (the ωB97M-V functional and the def2-TZVPD basis) results for 2 unconnected molecules or ions with the total composition C3H9NO at a distorted geometry.

```
14
Properties=species:S:1:pos:R:3:forces:R:3:mulliken_charge:R:1
N -3.823 0.352 4.993 0.37 0.35 -0.65 -0.419
C -2.960 1.135 4.218 -0.72 -0.38 0.81 0.184
O -2.615 2.235 4.547 0.53 -0.01 -0.12 -0.475
H -4.239 -0.412 4.489 0.25 -0.43 0.32 0.234
H -3.510 0.185 5.934 -0.42 0.10 0.19 0.222
H -2.635 0.605 3.316 -0.01 0.36 -0.55 0.253
C 3.209 -0.651 -3.700 -0.15 1.11 0.92 -0.742
C 1.784 -0.380 -3.212 -1.05 -0.58 -0.04 -0.844
H 3.497 -1.669 -3.432 0.00 0.06 -0.30 0.249
H 3.339 -0.445 -4.754 0.09 -0.17 -0.20 0.289
H 3.865 0.035 -3.127 -0.02 -0.40 -0.45 0.234
H 1.025 -0.963 -3.764 0.48 -0.54 0.44 0.267
H 1.313 0.598 -3.376 1.01 0.37 0.23 0.302
H 1.749 -0.623 -2.131 -0.35 0.16 -0.60 0.246
```
Positions in Å, forces in eV/Å.

Results
LUMO energy	0.93	eV
Kohn-Sham gap	11.22	eV
multiplicity	1
ΔE to the lowest compared entry with this formula, charge and spin	89.2	kJ/mol
DFT total energy	-6794.131	eV
HOMO level	-10.288	eV

=====

DFT (the ωB97M-V functional and the def2-TZVPD basis) results for a molecular structure, C3H9NO at a distorted geometry.

```
14
Properties=species:S:1:pos:R:3:forces:R:3:mulliken_charge:R:1
C -1.889 1.600 -1.255 0.41 0.78 0.93 -0.548
O -1.480 1.433 0.074 1.16 -0.25 -0.06 -0.738
H -2.546 0.771 -1.547 0.12 0.08 -0.53 0.177
H -2.431 2.558 -1.359 -0.26 -0.30 -0.03 0.184
H -1.023 1.757 -1.930 -0.19 -0.58 -0.15 0.213
C 0.681 -0.624 1.019 0.32 -0.09 -0.75 -0.274
C 0.877 0.394 0.219 0.05 -0.03 0.70 -0.677
N 1.457 -1.971 0.844 0.26 0.28 0.37 -0.411
H -0.008 -0.752 1.833 -0.46 0.01 -0.05 0.350
H -0.263 1.096 0.158 -1.55 0.75 -0.04 0.386
H 1.723 0.503 -0.451 -0.09 -0.47 -0.36 0.257
H 1.860 -1.970 -0.090 0.10 0.03 0.07 0.374
H 2.194 -2.010 1.548 0.07 -0.32 -0.15 0.345
H 0.845 -2.783 0.936 0.06 0.13 0.04 0.362
```
Positions in Å, forces in eV/Å.

Results
LUMO energy	-0.37	eV
Kohn-Sham gap	6.52	eV
multiplicity	1
ΔE to the lowest compared entry with this formula, charge and spin	513.6	kJ/mol
DFT total energy	-6789.732	eV
HOMO level	-6.891	eV

=====

DFT (the ωB97M-V functional and the def2-TZVPD basis) results for C3H9NO in the gas phase at a distorted geometry.

```
14
Properties=species:S:1:pos:R:3:forces:R:3:mulliken_charge:R:1
C -1.596 0.588 0.245 0.64 -0.66 0.28 -1.144
C -0.129 -0.009 0.311 -2.02 0.45 -0.44 0.672
C -0.069 -1.371 -0.367 0.37 -0.14 0.10 -1.463
O 0.667 0.938 -0.378 2.05 -0.33 1.02 -0.327
N 2.084 0.702 0.092 -1.48 0.45 -0.99 -0.578
H -2.210 0.046 -0.481 0.11 0.10 0.01 0.285
H -2.060 0.465 1.229 -0.06 0.07 -0.17 0.294
H -1.604 1.650 -0.014 0.20 -0.17 0.07 0.350
H 0.155 -0.080 1.368 0.23 0.09 -0.29 0.326
H -0.811 -2.055 0.053 0.07 0.07 -0.01 0.367
H 0.922 -1.819 -0.243 -0.10 0.02 0.07 0.383
H -0.243 -1.277 -1.445 -0.14 0.12 0.17 0.331
H 2.566 0.589 -0.802 0.05 0.06 0.25 0.250
H 2.328 1.632 0.431 0.07 -0.13 -0.08 0.253
```
Positions in Å, forces in eV/Å.

Results
LUMO energy	1.19	eV
Kohn-Sham gap	11.18	eV
multiplicity	1
ΔE to the lowest compared entry with this formula, charge and spin	228.3	kJ/mol
DFT total energy	-6792.690	eV
HOMO level	-9.988	eV

=====

DFT (the ωB97M-V functional and the def2-TZVPD basis) results for C3H9NO in the gas phase at a distorted geometry.

```
14
Properties=species:S:1:pos:R:3:forces:R:3:mulliken_charge:R:1
C 1.306 1.405 -0.467 1.51 -1.91 -1.25 -1.195
C 0.376 0.105 -0.316 2.00 -0.29 2.35 0.322
O -0.186 -0.599 -1.436 -0.18 2.66 -2.42 -0.514
C -0.699 0.175 0.838 -1.34 0.29 -1.30 -0.430
N -0.774 -1.126 1.413 -0.58 -3.29 0.71 -0.621
H 1.767 1.268 -1.468 -0.32 0.36 0.15 0.347
H 1.029 2.445 -0.385 -1.01 0.02 0.10 0.334
H 2.253 1.298 0.151 -1.43 -0.11 -0.15 0.317
H 1.179 -0.677 0.039 -1.68 1.40 -0.29 0.059
H -0.319 0.007 -2.268 0.37 -1.51 2.61 0.311
H -0.597 0.979 1.619 0.20 -0.72 -1.03 0.364
H -1.738 0.131 0.399 1.04 2.11 -0.36 0.262
H -1.437 -1.701 0.819 1.32 0.70 1.15 0.237
H -1.134 -1.186 2.362 0.10 0.31 -0.27 0.205
```
Positions in Å, forces in eV/Å.

Results
LUMO energy	1.00	eV
Kohn-Sham gap	9.72	eV
multiplicity	1
ΔE to the lowest compared entry with this formula, charge and spin	226.7	kJ/mol
DFT total energy	-6792.706	eV
HOMO level	-8.722	eV

=====

DFT (the ωB97M-V functional and the def2-TZVPD basis) results for 2 unconnected molecules or ions with the total composition C3H9NO at a distorted geometry.

```
14
Properties=species:S:1:pos:R:3:forces:R:3:mulliken_charge:R:1
C 0.678 1.176 1.736 1.80 1.08 1.10 -0.082
C -0.056 1.546 2.815 0.35 0.55 -1.56 -0.431
H 1.660 1.661 1.539 0.16 -1.11 1.21 0.203
H 0.567 0.394 1.036 -1.63 0.15 -1.32 -0.132
H 0.528 1.814 3.719 -0.90 1.06 -0.78 0.248
H -1.097 1.861 2.549 0.29 -1.57 1.49 0.230
N -0.457 -1.908 -1.930 0.03 1.92 -1.76 -0.636
C -0.300 -0.645 -1.256 0.90 -1.07 0.93 0.110
O 0.623 0.094 -2.052 -0.66 0.43 0.41 -0.532
H -1.160 -1.837 -2.647 -0.26 -0.31 -0.06 0.218
H -0.612 -2.656 -1.352 -0.53 -2.11 1.58 0.196
H 0.154 -0.923 -0.243 -0.47 0.68 -1.28 0.084
H -1.270 -0.128 -1.064 0.81 0.14 -0.36 0.220
H 0.740 -0.449 -2.848 0.12 0.15 0.40 0.304
```
Positions in Å, forces in eV/Å.

Results
LUMO energy	0.95	eV
Kohn-Sham gap	9.71	eV
multiplicity	1
ΔE to the lowest compared entry with this formula, charge and spin	354.5	kJ/mol
DFT total energy	-6791.381	eV
HOMO level	-8.765	eV

=====

DFT (the ωB97M-V functional and the def2-TZVPD basis) results for C3H9NO2 in the gas phase at a distorted geometry.

```
15
Properties=species:S:1:pos:R:3:forces:R:3:mulliken_charge:R:1
C 1.068 1.254 -0.666 -0.41 -0.21 0.30 -1.485
C 0.148 0.265 0.031 -0.72 -1.13 -1.77 1.221
C 0.549 -1.190 -0.166 1.41 0.02 2.51 -1.443
O 0.057 0.529 1.382 0.56 -2.53 1.94 -0.560
O -1.146 0.379 -0.695 0.63 0.86 0.67 -0.309
N -2.275 -0.035 0.021 -0.21 -0.02 0.10 -0.446
H 1.041 1.092 -1.739 0.03 0.03 -0.08 0.354
H 2.082 1.133 -0.291 0.06 -0.03 -0.02 0.339
H 0.724 2.259 -0.438 0.00 0.11 -0.04 0.362
H 1.345 -1.330 0.700 -0.50 -0.28 -2.49 0.342
H 0.782 -1.419 -1.202 0.63 -0.11 0.25 0.312
H -0.213 -1.888 0.176 -0.53 0.21 -0.18 0.428
H 0.341 -0.373 1.846 -1.17 3.15 -1.14 0.352
H -2.226 0.376 0.955 0.06 -0.23 -0.19 0.286
H -2.277 -1.053 0.087 0.15 0.15 0.15 0.246
```
Positions in Å, forces in eV/Å.

Results
LUMO energy	0.67	eV
Kohn-Sham gap	9.97	eV
multiplicity	1
ΔE to the lowest compared entry with this formula, charge and spin	304.2	kJ/mol
DFT total energy	-8839.802	eV
HOMO level	-9.306	eV

=====

DFT (the ωB97M-V functional and the def2-TZVPD basis) results for 2 unconnected molecules or ions with the total composition C3H9NO2 at a distorted geometry.

```
15
Properties=species:S:1:pos:R:3:forces:R:3:mulliken_charge:R:1
C 1.292 -1.399 1.604 -0.72 2.12 -0.93 -1.045
C 0.618 -0.224 0.847 -0.70 1.48 2.45 0.828
N -0.358 0.553 1.570 0.47 -1.53 0.50 -0.438
O 1.017 0.228 -0.170 0.93 0.30 -2.27 -0.542
H 0.503 -2.127 1.703 0.28 -0.80 0.18 0.314
H 1.408 -0.847 2.551 0.78 -1.03 0.10 0.315
H 2.230 -1.685 1.030 -1.39 0.22 1.08 0.271
H -0.880 1.375 1.260 0.80 -0.60 -0.42 0.224
H -0.690 0.208 2.456 -0.02 -0.14 -0.08 0.160
C -0.791 0.712 -2.499 -0.55 0.30 0.30 -0.512
O -1.474 0.191 -1.321 1.65 0.88 0.70 -0.515
H -1.168 0.283 -3.435 -0.67 -0.13 0.48 0.247
H -1.085 1.816 -2.505 1.39 -1.19 -0.38 0.210
H 0.280 0.365 -2.539 -0.77 1.20 0.51 0.230
H -0.902 0.550 -0.552 -1.48 -1.09 -2.23 0.253
```
Positions in Å, forces in eV/Å.

Results
LUMO energy	0.76	eV
Kohn-Sham gap	10.52	eV
multiplicity	1
ΔE to the lowest compared entry with this formula, charge and spin	186.3	kJ/mol
DFT total energy	-8841.025	eV
HOMO level	-9.756	eV

=====

DFT (the ωB97M-V functional and the def2-TZVPD basis) results for C3H9NO2 in the gas phase at a distorted geometry.

```
15
Properties=species:S:1:pos:R:3:forces:R:3:mulliken_charge:R:1
C -0.611 0.961 1.393 0.17 -0.23 -0.25 -1.118
C -0.341 0.943 -0.104 0.03 -1.70 -0.92 -0.581
C 0.227 -0.510 -0.684 -0.84 3.03 0.17 0.657
N 1.562 -0.623 -0.219 -0.76 0.27 1.94 -0.608
O -0.693 -1.479 -0.275 -0.28 -0.36 0.68 -0.517
O 0.290 -0.503 -2.065 0.09 0.24 -0.83 -0.572
H -1.258 0.131 1.674 -0.01 0.01 0.04 0.268
H -1.090 1.892 1.691 0.03 0.03 0.00 0.351
H 0.325 0.878 1.946 0.02 0.04 0.21 0.340
H -1.278 1.122 -0.638 -0.06 -0.07 -0.03 0.369
H 0.340 1.745 -0.397 0.16 -0.33 -0.06 0.276
H 1.968 -1.516 -0.471 0.10 -0.12 0.34 0.259
H 1.389 -0.490 0.811 1.28 -0.75 -1.22 0.259
H -0.276 -2.349 -0.243 0.03 0.12 -0.16 0.288
H -0.555 -0.201 -2.419 0.04 -0.18 0.09 0.328
```
Positions in Å, forces in eV/Å.

Results
LUMO energy	0.80	eV
Kohn-Sham gap	10.75	eV
multiplicity	1
ΔE to the lowest compared entry with this formula, charge and spin	98.8	kJ/mol
DFT total energy	-8841.931	eV
HOMO level	-9.954	eV

=====

Among the records above, which one has the highest HOMO level?
number 4